Record 1
Computed, not measured: C30H52BrN3OP2Pd as an isolated structure in a non-equilibrium geometry, with ωB97M-V/def2-TZVPD.

The HOMO energy (spin up / spin down) comes out at -13.525 / -13.589 eV. The charge is +2. The value obtained for the energy above the lowest of the compared OMol25 structures with the same formula, charge and spin is 0.00 kcal per mole. The value obtained for the lowest unoccupied orbital energy (spin up / spin down) is -6.1 / -8.9 eV. As for the multiplicity: 3.

Structure (XYZ):
```
90
Properties=species:S:1:pos:R:3:forces:R:3:lowdin_spin:R:1
N -5.533 2.572 -4.927 0.10 0.40 0.53 0.005
C -5.560 2.974 -3.642 0.49 -0.65 -0.14 -0.001
C -4.579 2.598 -2.713 0.29 -0.22 -0.33 0.005
C -3.482 1.827 -3.149 -0.48 -0.08 -0.36 0.002
C -3.461 1.412 -4.491 -0.58 0.23 0.04 0.005
C -4.511 1.826 -5.337 0.59 -0.57 0.40 -0.001
C -2.284 1.665 -2.281 0.43 1.53 -1.05 0.020
Pd -0.908 0.145 -2.353 1.73 -1.21 1.08 0.397
P 3.302 -0.844 -1.260 -0.17 2.42 0.69 0.602
C -1.025 1.975 -2.948 -1.52 3.30 0.17 0.146
C 0.123 2.623 -2.267 -0.60 -0.85 -0.10 0.029
C 1.345 2.654 -2.960 0.35 0.42 0.11 0.062
C 2.461 3.287 -2.401 -0.48 -0.26 0.02 -0.007
C 2.370 3.819 -1.093 -1.11 -0.38 -1.04 0.079
C 1.126 3.862 -0.443 -0.27 0.05 0.21 -0.013
C 0.005 3.253 -1.009 0.35 -0.15 0.04 0.066
Br 3.897 4.407 -0.231 0.38 0.34 0.22 0.030
H -2.406 1.919 -1.226 -0.04 -0.19 -0.19 0.000
H -1.090 2.118 -4.027 0.22 -0.13 0.15 0.004
H -4.640 2.920 -1.675 -0.02 0.03 -0.23 0.000
H -2.650 0.770 -4.863 -0.42 0.33 0.05 0.000
H -6.393 3.605 -3.330 0.17 -0.21 -0.18 0.000
H -4.507 1.508 -6.387 -0.11 0.20 0.43 0.000
H 1.355 2.172 -3.950 0.28 0.48 0.39 0.002
H -0.966 3.241 -0.495 0.64 0.19 -0.17 0.002
H 3.387 3.358 -2.969 -0.09 -0.06 0.24 -0.002
H 1.036 4.391 0.516 0.11 -0.37 -0.47 -0.001
P -1.476 -1.983 -2.135 -1.16 -1.88 0.08 0.095
C 4.025 0.778 -0.830 0.98 -0.51 0.38 0.081
C 5.397 1.049 -1.449 0.21 0.21 0.05 0.008
H 4.081 0.851 0.270 -0.02 -0.11 -0.38 0.000
H 3.279 1.508 -1.164 -0.09 -0.27 -0.05 0.018
H 5.681 2.088 -1.245 0.01 -0.26 -0.07 0.000
H 6.151 0.392 -0.998 -0.14 0.20 -0.19 0.002
H 5.413 0.906 -2.537 -0.04 0.05 0.24 0.000
C 2.732 -0.617 -2.971 -0.18 -0.72 -0.08 0.096
C 3.769 -1.266 -3.905 0.16 -0.20 -0.32 0.021
H 2.610 0.458 -3.163 0.15 -0.25 0.25 0.013
H 1.743 -1.093 -3.071 0.27 0.06 -0.08 0.004
H 3.399 -1.272 -4.936 0.09 0.01 0.20 0.000
H 4.732 -0.735 -3.895 -0.37 -0.11 0.03 0.001
H 3.974 -2.305 -3.608 -0.12 0.25 -0.17 0.006
C 2.095 -1.035 0.072 -0.26 -1.26 -0.44 0.102
C 2.736 -1.432 1.405 0.28 -0.01 0.27 0.009
H 1.460 -1.863 -0.272 0.32 0.43 0.28 0.001
H 1.484 -0.123 0.142 0.00 -0.10 -0.15 0.021
H 1.983 -1.886 2.061 0.13 0.18 -0.19 0.000
H 3.530 -2.174 1.249 -0.19 0.12 0.13 0.005
H 3.171 -0.577 1.938 -0.13 -0.16 -0.18 0.000
C -1.075 -2.331 -0.393 0.22 0.24 0.23 0.032
C -1.448 -3.686 0.188 -0.02 -0.19 0.11 0.012
H -1.483 -1.496 0.204 0.18 -0.30 -0.14 0.001
H 0.012 -2.211 -0.347 -0.67 -0.04 0.06 0.001
H -2.506 -3.730 0.462 0.21 -0.09 -0.11 0.000
H -1.220 -4.503 -0.504 -0.06 0.02 0.17 0.000
H -0.859 -3.844 1.100 -0.19 -0.08 -0.16 0.002
C -0.334 -2.905 -3.233 -0.07 -0.08 0.26 0.026
C -0.304 -2.318 -4.651 0.10 -0.02 -0.35 0.001
H -0.692 -3.938 -3.248 0.27 -0.02 0.00 0.005
H 0.657 -2.903 -2.768 -0.04 -0.08 -0.04 0.000
H -0.927 -2.908 -5.337 0.21 0.23 0.18 0.000
H -0.666 -1.278 -4.686 0.12 -0.28 0.01 -0.001
H 0.723 -2.327 -5.040 -0.29 -0.04 -0.05 0.000
C -3.015 -2.916 -2.442 -0.05 0.04 -0.28 0.000
C -4.255 -2.507 -1.652 -0.27 0.03 0.05 0.000
H -2.732 -3.961 -2.233 -0.16 0.26 -0.08 0.001
H -3.203 -2.856 -3.526 0.02 0.01 0.28 0.000
H -5.132 -2.969 -2.122 0.14 0.19 0.15 0.000
H -4.242 -2.848 -0.608 0.16 0.14 -0.32 0.000
H -4.397 -1.420 -1.654 -0.03 -0.18 -0.04 0.000
C 1.204 2.029 2.335 0.14 0.17 -0.12 0.001
N 0.679 1.083 3.296 -0.67 -0.56 -0.48 0.000
C 0.655 1.515 4.687 0.07 -0.03 0.46 0.000
C -0.311 0.243 2.799 0.01 -0.18 0.29 0.000
O -0.652 0.271 1.602 0.27 0.08 0.58 0.003
N -0.902 -0.618 3.716 0.56 0.57 -0.83 0.000
C -0.124 -1.307 4.734 0.11 0.01 0.48 0.000
C -2.121 -1.270 3.294 -0.28 -0.02 -0.11 0.000
H 2.028 2.591 2.786 -0.12 -0.17 -0.07 0.000
H 0.435 2.737 1.999 0.11 -0.13 0.07 0.000
H 1.576 1.500 1.453 -0.02 0.15 0.06 0.001
H -0.355 1.424 5.110 0.30 0.09 -0.13 0.000
H 1.346 0.921 5.301 -0.18 0.24 -0.08 0.000
H 0.969 2.563 4.733 -0.14 -0.21 0.06 0.000
H -0.320 -0.878 5.730 0.17 -0.27 -0.23 0.000
H -0.421 -2.366 4.755 0.15 0.32 -0.04 0.000
H 0.955 -1.247 4.525 -0.39 -0.01 0.07 0.000
H -2.728 -0.548 2.742 0.00 -0.24 0.08 0.000
H -1.930 -2.144 2.653 -0.05 0.11 0.11 0.000
H -2.667 -1.596 4.185 0.06 0.05 -0.20 0.000
```
Positions in Å, forces in eV/Å.


Record 2
Computed, not measured: a 9-piece molecular cluster, C30H52F3NO21S5 overall in a non-equilibrium geometry, with ωB97M-V/def2-TZVPD.

The HOMO energy comes out at -10.120 eV. The charge is 0. The value obtained for the energy above the lowest of the compared OMol25 structures with the same formula, charge and spin is 117.24 kcal per mole. The value obtained for the lowest unoccupied orbital energy is -0.1 eV. As for the multiplicity: 1. As for the SMILES: O=C1OC[C@@H](F)O1.O=C1OC[C@@H](F)O1.O=C1OC[C@@H](F)O1.C[N+](=O)[O-].O=S1(=O)CCCC1.O=S1(=O)CCCC1.O=S1(=O)CCCC1.O=S1(=O)CCCC1.O=S1(=O)CCCC1.

Structure (XYZ):
```
112
Properties=species:S:1:pos:R:3:forces:R:3:lowdin_charge:R:1
C 5.621 -7.058 3.808 -0.56 1.21 0.03 0.022
N 5.542 -8.288 4.607 0.83 -0.72 0.07 -0.435
O 4.959 -9.196 4.018 0.55 0.42 1.42 0.056
O 6.102 -8.321 5.710 -1.18 -0.29 -1.54 0.056
H 4.616 -6.637 3.834 -0.11 -0.16 -0.21 0.101
H 5.865 -7.327 2.780 0.13 0.07 0.30 0.104
H 6.247 -6.289 4.262 0.35 -0.54 -0.05 0.097
C 9.480 -14.859 9.166 -1.33 -0.46 0.12 -0.207
C 10.189 -15.931 10.032 -0.11 -0.33 -0.64 -0.208
C 9.419 -17.274 9.911 -0.45 0.78 -0.51 -0.226
S 8.918 -17.384 8.176 -2.17 0.05 1.26 0.680
O 7.635 -18.118 8.042 2.08 1.67 0.10 -0.352
O 10.070 -17.849 7.485 1.06 -0.43 -1.10 -0.322
C 8.797 -15.537 7.932 -0.54 -0.40 0.47 -0.189
H 10.052 -13.959 8.941 0.52 -0.49 -0.32 0.109
H 8.687 -14.444 9.788 -0.33 -0.11 -0.07 0.101
H 10.136 -15.644 11.082 0.59 0.14 -0.12 0.109
H 11.198 -15.990 9.622 0.17 -0.43 0.58 0.113
H 8.505 -17.220 10.503 -0.04 -0.09 0.02 0.101
H 9.937 -18.209 10.122 0.21 0.27 0.06 0.105
H 7.726 -15.336 7.946 0.02 0.01 -0.06 0.088
H 9.157 -15.282 6.936 0.33 -0.18 0.20 0.096
C 19.025 -2.728 16.378 1.18 1.92 -0.04 -0.277
C 17.892 -3.456 15.705 -0.48 -0.46 0.89 -0.215
C 18.470 -4.747 15.145 0.19 -0.40 -0.74 -0.221
S 19.922 -5.203 16.160 -1.30 -0.99 2.08 0.720
O 21.050 -5.118 15.278 0.58 0.11 0.15 -0.328
O 19.710 -6.430 16.979 0.24 2.31 -1.69 -0.363
C 19.764 -3.689 17.254 0.22 -0.90 -0.09 -0.210
H 18.738 -1.878 16.996 -0.69 -0.13 0.15 0.119
H 19.694 -2.199 15.698 0.18 -0.51 -0.58 0.120
H 17.377 -2.828 14.978 0.03 -0.28 -0.06 0.122
H 17.209 -3.710 16.515 -0.43 0.03 -0.13 0.118
H 18.804 -4.554 14.125 0.54 -0.11 0.12 0.101
H 17.866 -5.650 15.065 -0.42 0.28 0.43 0.101
H 20.731 -3.386 17.657 0.09 -0.02 -0.46 0.107
H 19.116 -3.847 18.116 0.07 -0.88 -0.03 0.106
C 12.830 -0.594 -0.990 0.74 -0.52 -1.47 -0.209
C 13.884 -1.271 -1.985 0.55 0.00 1.74 -0.201
C 13.739 -2.801 -1.812 -2.12 0.30 0.44 -0.212
S 13.566 -3.027 0.042 0.51 -0.45 0.52 0.737
O 14.902 -3.166 0.660 -2.00 0.50 -0.98 -0.357
O 12.536 -4.026 0.368 1.29 1.19 -0.64 -0.362
C 12.838 -1.318 0.350 -0.36 -0.84 -0.02 -0.204
H 11.869 -0.716 -1.491 -0.23 -0.34 0.23 0.105
H 12.914 0.492 -0.954 0.58 -0.08 0.31 0.109
H 14.891 -1.091 -1.609 0.16 0.56 -0.07 0.102
H 13.825 -0.825 -2.977 -0.22 -0.54 -0.06 0.109
H 14.340 -3.554 -2.322 0.78 0.51 0.50 0.104
H 12.734 -3.083 -2.123 -0.32 0.00 -0.02 0.086
H 13.326 -0.893 1.227 0.56 0.17 -0.48 0.099
H 11.805 -1.458 0.667 0.08 -0.47 0.02 0.092
C 15.597 7.382 6.128 -0.81 -0.56 -0.09 -0.204
C 15.329 5.897 5.739 0.58 0.07 0.02 -0.222
C 15.012 5.918 4.276 -0.58 -0.07 -1.25 -0.259
S 14.143 7.438 3.889 -2.11 -0.04 1.20 0.711
O 12.688 7.185 3.694 2.61 0.46 -0.04 -0.362
O 14.938 8.173 2.925 -0.56 -0.06 0.33 -0.332
C 14.362 8.114 5.606 -0.11 -0.23 -0.94 -0.215
H 16.498 7.724 5.619 0.14 0.10 0.41 0.118
H 15.607 7.452 7.215 0.55 0.29 -0.10 0.113
H 14.552 5.419 6.335 -0.10 0.28 0.04 0.120
H 16.218 5.270 5.798 0.09 0.12 0.57 0.115
H 14.342 5.145 3.899 0.32 -0.25 0.09 0.107
H 15.937 5.983 3.702 -0.14 -0.19 -0.18 0.106
H 13.519 7.781 6.211 -0.27 0.13 -0.34 0.102
H 14.340 9.198 5.486 0.37 -0.06 0.28 0.102
C 23.471 -7.165 7.948 0.84 -1.61 -0.10 -0.170
C 24.715 -6.605 8.768 -2.39 1.49 0.05 -0.236
C 25.602 -7.637 9.306 1.14 -2.84 -0.37 -0.206
S 24.750 -9.325 8.875 0.80 -0.43 1.96 0.731
O 24.636 -10.111 10.127 0.46 0.93 -2.03 -0.371
O 25.250 -9.955 7.647 -0.54 1.07 1.44 -0.337
C 23.171 -8.562 8.591 -0.23 0.81 -0.55 -0.253
H 23.787 -7.265 6.910 0.08 -0.35 -0.05 0.103
H 22.526 -6.628 7.870 0.40 0.61 0.65 0.107
H 24.330 -6.179 9.695 -0.36 0.86 -0.40 0.111
H 25.272 -5.864 8.195 -0.28 0.07 0.06 0.114
H 25.725 -7.610 10.389 -0.39 -0.31 -0.06 0.098
H 26.619 -7.576 8.919 -0.11 -0.49 -0.37 0.099
H 22.643 -8.401 9.531 0.46 -0.10 0.31 0.106
H 22.568 -9.306 8.071 0.11 0.29 -0.55 0.105
C 8.930 -5.205 14.535 0.58 -0.68 -1.90 -0.041
C 9.651 -5.628 15.778 -0.59 1.76 1.00 -0.290
O 9.938 -4.317 16.330 -0.08 -0.54 -0.75 0.095
C 10.041 -3.420 15.256 3.31 4.09 3.08 -0.505
O 10.580 -2.291 15.406 -2.56 -4.62 -0.92 0.102
O 9.612 -3.979 14.168 -1.17 -0.59 -1.10 0.103
F 10.831 -6.274 15.582 -0.28 0.01 -0.34 0.079
H 7.850 -5.060 14.576 0.13 0.32 0.73 0.145
H 9.056 -5.921 13.723 0.35 0.08 -0.06 0.142
H 9.019 -6.216 16.444 0.30 0.17 0.26 0.168
C 13.037 -5.716 8.660 0.65 -1.12 0.99 -0.053
C 14.480 -6.133 8.170 -2.24 0.46 1.07 -0.250
O 15.107 -4.833 8.285 -0.09 -2.75 -0.78 0.131
C 14.134 -3.885 8.170 1.62 1.59 0.84 -0.610
O 14.408 -2.736 8.126 0.09 0.65 -0.51 0.183
O 12.929 -4.356 8.301 -1.62 -1.00 -0.69 0.104
F 14.475 -6.654 6.920 -0.04 0.92 -1.29 0.058
H 12.990 -5.722 9.749 0.62 -0.14 0.30 0.133
H 12.179 -6.353 8.444 0.17 0.32 -1.17 0.139
H 14.847 -7.027 8.674 0.83 1.08 1.25 0.167
C 17.953 -13.641 15.308 -0.53 0.50 -0.28 -0.037
C 18.813 -13.279 14.102 -1.36 -0.24 1.58 -0.316
O 17.986 -12.370 13.422 1.06 1.40 -0.74 0.124
C 16.677 -12.510 13.739 -1.41 -0.85 -0.52 -0.498
O 15.729 -11.990 13.175 2.60 -1.15 1.65 0.146
O 16.622 -13.467 14.722 -0.08 0.33 0.64 0.053
F 18.881 -14.394 13.360 0.52 -0.94 -1.06 0.079
H 18.053 -12.992 16.178 0.02 0.36 -0.24 0.135
H 18.177 -14.645 15.668 -0.59 -0.16 -0.47 0.138
H 19.827 -12.982 14.370 -0.21 0.77 -0.56 0.173
```
Positions in Å, forces in eV/Å.